Density functional theory data (wB97M-V/def2-TZVPD) for 2 unconnected molecules or ions with the total composition C4H10O3 in a non-equilibrium geometry.

Structure (XYZ):
```
17
Properties=species:S:1:pos:R:3
O -0.592 1.325 -0.992
O 1.299 0.457 -0.171
O 0.963 3.076 0.948
C 0.227 0.307 -0.676
C -1.232 -2.932 0.691
C -0.376 -1.673 0.635
C -0.431 -1.062 -0.797
H -0.835 -0.904 1.266
H -1.360 -3.372 1.680
H -0.818 -3.740 0.075
H -2.224 -2.743 0.270
H 1.520 2.455 0.464
H -0.102 2.152 -1.034
H 0.633 -1.835 1.003
H -1.442 -1.254 -1.144
H 1.646 3.584 1.427
H 0.253 -1.600 -1.459
```

energy above the lowest of the compared OMol25 structures with the same formula, charge and spin	5.3	kcal per mole
HOMO-LUMO gap	11.56	eV
SMILES	CCCC(=O)O.O

***

Density functional theory data (wB97M-V/def2-TZVPD) for a single CH3FO2 molecule in a non-equilibrium geometry.

Structure (XYZ):
```
7
Properties=species:S:1:pos:R:3
F -1.956 -0.160 -0.025
O 0.244 -0.810 0.098
O 1.518 -0.249 -0.143
C -0.736 0.375 0.071
H -0.636 0.928 1.006
H -0.504 0.960 -0.823
H 2.070 -1.044 -0.184
```

energy above the lowest of the compared OMol25 structures with the same formula, charge and spin	83.2	kcal per mole
HOMO-LUMO gap	10.77	eV
SMILES	OOCF

***

Density functional theory data (wB97M-V/def2-TZVPD) for 2 unconnected molecules or ions with the total composition C12H22ClFN5O2P in a non-equilibrium geometry.

Structure (XYZ):
```
44
Properties=species:S:1:pos:R:3
Cl 3.451 0.252 1.129
P 0.538 2.243 2.117
F -6.482 3.979 -1.721
O -1.016 0.431 -0.369
O 0.697 1.885 0.479
N 3.005 -3.127 1.049
N 1.197 -0.585 -0.399
N 0.840 -4.254 0.954
N 0.026 1.121 3.144
N 1.836 -3.443 -1.115
C 4.556 1.346 -1.492
C -3.788 1.729 -0.809
C -5.861 0.945 0.166
C 2.951 0.953 -1.681
C -4.465 2.804 -1.385
C -6.536 2.026 -0.401
C 0.298 0.618 -0.065
C -5.832 2.944 -1.173
C -4.486 0.799 -0.037
C 1.654 -3.099 0.349
C 0.940 -1.653 0.639
C 2.650 -0.189 -0.503
H -0.352 3.396 2.263
H 4.689 2.118 -0.621
H -2.717 1.616 -0.962
H 5.175 0.341 -1.317
H -0.142 0.277 2.567
H -6.404 0.217 0.764
H 1.816 -4.507 -1.140
H -3.939 3.530 -1.995
H 0.484 -3.916 1.890
H 2.850 -3.451 2.030
H 1.518 -5.036 1.202
H -0.236 -1.856 0.618
H -3.960 -0.042 0.409
H -7.602 2.159 -0.248
H 2.819 -3.222 -1.453
H 3.625 -3.777 0.511
H 2.233 1.875 -1.628
H 2.849 0.468 -2.760
H 4.878 1.866 -2.500
H 3.233 -1.159 -0.881
H 1.173 -1.325 1.750
H 1.833 2.704 2.621
```

energy above the lowest of the compared OMol25 structures with the same formula, charge and spin	94.3	kcal per mole
HOMO-LUMO gap	8.59	eV
SMILES	CC[C@@H](Cl)N(CC(N)(N)N)C(=O)O[PH2]=N.Fc1ccccc1

***

Density functional theory data (wB97M-V/def2-TZVPD) for a single C8H7N3 molecule in a non-equilibrium geometry.

Structure (XYZ):
```
18
Properties=species:S:1:pos:R:3
N -1.020 -1.380 0.319
N 1.823 0.640 0.609
N 1.846 -1.107 -0.733
C 3.090 0.353 0.384
C -1.081 0.979 -0.399
C -2.371 -1.342 0.405
C 1.040 -0.347 0.023
C -0.386 -0.288 0.032
C -3.152 -0.194 0.008
C 3.134 -0.721 -0.463
C -2.449 0.982 -0.425
H 1.699 1.574 1.368
H -2.898 -2.060 0.467
H -4.094 -0.337 0.081
H 4.168 -1.260 -0.963
H -2.945 1.807 -0.731
H 4.150 0.839 0.799
H -0.555 1.862 -0.781
```

energy above the lowest of the compared OMol25 structures with the same formula, charge and spin	95.9	kcal per mole
HOMO-LUMO gap	8.90	eV
SMILES	c1ccc(-c2ncc[nH]2)nc1

***

Density functional theory data (wB97M-V/def2-TZVPD) for 9 unconnected molecules or ions with the total composition C23H69N4O11 in a non-equilibrium geometry.

Structure (XYZ):
```
107
Properties=species:S:1:pos:R:3
O -2.657 -3.227 -0.759
O -8.553 1.931 2.246
O 2.523 0.923 -4.036
O 1.127 -3.063 -3.259
O 1.829 -2.643 0.785
O -1.742 -0.385 -3.893
O 0.038 2.313 2.756
O 3.261 1.901 -0.545
O 5.071 -1.159 -1.907
O 6.048 1.723 4.400
O -1.808 2.031 -0.465
N -1.469 -0.012 0.421
N -5.505 1.886 0.273
N 1.354 -0.486 -1.585
N 4.425 -1.000 2.575
C 4.662 -2.597 -1.960
C -0.134 -3.666 -2.703
C -6.263 1.847 1.568
C 2.692 2.929 0.234
C -3.657 -3.675 -1.753
C 4.477 0.154 3.202
C -0.847 0.213 -4.858
C -9.926 1.753 2.084
C 3.182 -1.197 1.781
C 1.422 -3.976 0.578
C -2.734 -1.860 -0.573
C 2.982 -2.574 1.682
C -7.655 1.669 1.136
C -0.840 2.444 -1.548
C -0.666 1.909 1.617
C 0.274 3.757 2.949
C -3.197 2.166 -0.776
C -0.980 0.392 1.804
C 7.410 1.874 4.908
C 5.882 0.400 3.867
C -4.021 1.962 0.645
C 2.806 -0.142 -4.976
C -1.838 -1.393 0.574
H 5.892 -1.042 -1.284
H 4.086 -2.915 -2.804
H -0.866 -1.864 0.503
H -4.634 -3.477 -1.506
H 4.382 -1.808 3.177
H -1.053 3.598 -1.410
H -10.398 2.396 1.472
H -3.845 2.810 1.371
H -5.988 0.909 1.983
H 2.203 -0.849 2.463
H 7.342 2.959 5.182
H -2.317 -1.784 1.383
H 4.106 -3.086 -1.151
H -3.654 0.965 0.978
H -3.743 -1.392 -0.354
H -0.695 -3.060 -1.816
H -0.731 4.188 3.094
H 2.336 3.741 -0.445
H 0.266 2.070 -1.343
H -6.069 2.862 2.200
H 3.339 -0.707 0.720
H 4.344 0.764 2.354
H -1.520 2.615 1.563
H -3.591 -4.783 -1.588
H -0.660 -4.093 -3.370
H 3.843 0.019 -5.614
H 3.577 -3.136 1.270
H 0.610 4.107 1.972
H 1.493 -4.623 1.525
H 8.126 1.772 4.177
H -0.255 2.081 0.550
H 2.868 -3.094 2.637
H -2.253 -1.413 -1.265
H -10.486 0.787 1.843
H 0.828 -0.685 -2.518
H 2.117 0.119 -1.559
H 1.932 -1.345 -1.483
H -1.463 0.540 -5.601
H -2.113 0.778 0.078
H -7.733 0.737 0.802
H 0.798 -0.338 -0.731
H -3.323 -3.396 -2.752
H 3.189 1.656 -4.109
H 1.950 2.464 0.887
H 3.638 3.250 1.029
H -1.688 0.364 2.703
H -5.607 0.939 -0.172
H 0.342 -4.190 0.331
H -3.338 1.459 -1.673
H 6.010 -0.538 4.451
H 1.474 -3.874 -3.807
H 1.781 -0.257 -5.642
H 0.349 -4.661 -2.322
H -3.242 3.336 -1.036
H 1.024 3.838 3.706
H 3.052 -1.118 -4.456
H -10.409 1.889 2.967
H 1.969 -4.617 -0.024
H 6.580 0.318 3.065
H -2.585 -0.155 -4.254
H -0.036 -0.533 -5.320
H 5.322 -3.328 -1.911
H -0.253 1.033 -4.488
H -1.157 1.903 -2.477
H -0.086 -0.231 1.967
H -7.946 2.379 0.458
H 4.291 1.964 -0.678
H 7.595 1.339 5.844
H 3.684 0.280 3.814
```

total charge	+1
energy above the lowest of the compared OMol25 structures with the same formula, charge and spin	0.0	kcal per mole
HOMO-LUMO gap	8.91	eV

***

Density functional theory data (wB97M-V/def2-TZVPD) for a molecular structure, C4H5NaO2 in a non-equilibrium geometry.

Structure (XYZ):
```
12
Properties=species:S:1:pos:R:3
Na 3.272 1.225 -3.219
O 2.820 0.499 -0.739
O -2.521 0.640 0.108
C -1.757 -0.425 0.547
C 1.999 -0.026 -0.036
C -0.359 0.224 0.676
C 0.735 -0.492 0.013
H -0.887 1.254 0.128
H -1.670 -1.242 -0.212
H 0.529 -1.403 -0.559
H -0.136 0.505 1.715
H -2.023 -0.758 1.578
```

<S²>	0.7502
total charge	-1
multiplicity	2
HOMO-LUMO gap (alpha / beta)	3.89 / 5.08	eV